1.
Formula: C40H53CrI2N2OSi5Te
Source: the OMol25 dataset
Level of theory: ωB97M-V with the def2-TZVPD basis set

Values from the calculation:
LUMO level (spin up / spin down)   1.60 / 1.47 eV
ΔE to the lowest compared entry with this formula, charge and spin   0.00 kcal/mol
Highest occupied orbital energy (spin up / spin down)   -4.4 / -4.4 eV
Charge   -1
Spin multiplicity   5
Max |F|   0.023 Eh/bohr

Structure (XYZ):
```
105
C40H53CrI2N2OSi5Te | the OMol25 dataset | ωB97M-V with the def2-TZVPD basis set
Cr 0.20847 0.68501 0.86524
I -0.49194 1.16477 3.45889
C 2.80648 1.96701 3.67009
I 3.01060 1.56889 1.68836
H 3.45312 1.43635 4.34783
H 2.33026 2.89980 3.92418
C 3.86661 0.29048 -3.68865
C 2.62938 0.42558 -4.30574
C 1.46600 0.43241 -3.55663
C 1.55406 0.31480 -2.17439
C 2.78235 0.13848 -1.55278
C 3.94194 0.13551 -2.31174
N 0.39226 0.35680 -1.33122
N -0.69846 0.28194 -1.95893
C -1.83491 0.26727 -1.12305
C -3.05675 0.19928 -1.78761
C -4.21689 0.14192 -1.04260
C -4.11738 0.13351 0.34675
C -2.89041 0.20523 0.99070
C -1.69188 0.29744 0.27167
H 4.77036 0.29764 -4.28372
H 2.56877 0.52452 -5.38165
H 0.50099 0.54144 -4.02339
H 2.81713 -0.04981 -0.48657
H 4.89726 0.00485 -1.82201
H -3.06932 0.18106 -2.86973
H -5.18318 0.09229 -1.52663
H -5.02242 0.08493 0.94183
H -2.85804 0.21255 2.07205
O 0.18174 2.51696 0.43564
Si -0.05806 4.08882 0.34556
C 0.96715 4.79741 -1.07148
C 1.40313 6.11912 -1.13369
C 2.11013 6.59563 -2.22797
C 2.40026 5.75028 -3.28919
C 1.97594 4.43118 -3.25010
C 1.26613 3.96832 -2.15292
C 0.50272 4.94740 1.92898
C 1.84633 5.26859 2.13309
C 2.28424 5.82955 3.32343
C 1.37698 6.08139 4.34267
C 0.03893 5.76538 4.16414
C -0.38840 5.20533 2.96975
C -1.84441 4.59237 0.04831
C -2.85697 3.64903 -0.10210
C -4.16898 4.03474 -0.34089
C -4.49172 5.37746 -0.43208
C -3.49640 6.33541 -0.28067
C -2.19159 5.93996 -0.04364
H 1.19808 6.79167 -0.30717
H 2.44088 7.62711 -2.25108
H 2.95750 6.11930 -4.14196
H 2.19933 3.75883 -4.06988
H 0.93691 2.93824 -2.12915
H 2.56795 5.07191 1.34680
H 3.33308 6.06691 3.45770
H 1.71374 6.51759 5.27529
H -0.67170 5.94537 4.96145
H -1.43593 4.95241 2.84983
H -2.61769 2.59809 -0.02341
H -4.93587 3.27781 -0.45221
H -5.51456 5.68164 -0.61899
H -3.74127 7.38856 -0.34687
H -1.42763 6.70182 0.07544
C -2.79639 -3.13989 -1.09081
Si -1.19055 -4.05077 -1.41195
C -1.65328 -5.79685 -1.97782
C -0.27993 -3.20671 -2.83294
Si 0.12654 -4.07092 0.51837
Te 0.84027 -1.83187 1.19936
Si 2.13673 -5.20681 0.14678
C 1.85186 -7.03219 -0.25448
C 3.06689 -4.42280 -1.29346
C 3.22812 -5.10028 1.67921
Si -1.07310 -4.95258 2.32797
C -0.02030 -4.85457 3.88694
C -1.58712 -6.75324 2.06147
C -2.62570 -3.92214 2.60229
H -3.33710 -2.98598 -2.02848
H -2.61442 -2.17375 -0.64075
H -3.44310 -3.69490 -0.41110
H -2.27523 -5.74862 -2.87479
H -2.21277 -6.33018 -1.20954
H -0.77268 -6.39516 -2.21163
H -0.96211 -3.04804 -3.67197
H 0.56335 -3.80035 -3.18531
H 0.11140 -2.23622 -2.52401
H 1.25695 -7.15767 -1.15886
H 1.32913 -7.54586 0.55166
H 2.81042 -7.53332 -0.40848
H 2.58519 -4.63527 -2.24761
H 4.09158 -4.79938 -1.33592
H 3.10300 -3.33891 -1.17786
H 2.82843 -5.69627 2.49930
H 3.29126 -4.06836 2.02596
H 4.23752 -5.45374 1.45690
H 0.81482 -5.55449 3.85845
H -0.62398 -5.07581 4.76998
H 0.39173 -3.85078 3.99667
H -0.72645 -7.40278 1.90457
H -2.23673 -6.85894 1.19269
H -2.13074 -7.12078 2.93481
H -2.37854 -2.85886 2.62075
H -3.08860 -4.18099 3.55750
H -3.36073 -4.07658 1.81295
```

=====

2.
Formula: C4H11N4O3S
Source: the OMol25 dataset
Level of theory: ωB97M-V with the def2-TZVPD basis set

Values from the calculation:
LUMO level   -4.47 eV
Highest occupied orbital energy   -12.1 eV
Charge   +1
Spin multiplicity   1
Max |F|   0.012 Eh/bohr

Structure (XYZ):
```
23
C4H11N4O3S | the OMol25 dataset | ωB97M-V with the def2-TZVPD basis set
N -1.85857 1.84451 0.12983
C -2.33839 0.94398 -0.77143
N -3.60697 0.63493 -1.04454
C -3.56150 -0.29120 -1.98205
N -2.30046 -0.58990 -2.30034
N -1.51118 0.20050 -1.54079
C -0.06540 0.18095 -1.55305
S 0.56367 -1.06876 -0.38497
O 1.68236 -1.70591 -0.98840
O 0.59368 -0.44010 0.89479
H -1.93332 2.82933 -0.05756
H -1.65911 1.53360 1.06665
H -4.41521 -0.76673 -2.44255
H -1.94333 -1.26229 -2.96588
H 0.26133 1.15350 -1.18922
H 0.31265 0.00506 -2.55759
H -0.49154 -1.92684 -0.39263
C 3.35217 -0.25742 3.05798
O 4.66492 0.18214 3.37134
H 2.70320 0.07393 3.86502
H 2.99439 0.17761 2.12075
H 3.29833 -1.34803 2.99326
H 5.25829 -0.10286 2.67138
```

=====

3.
Formula: C40H44KN7Si
Source: the OMol25 dataset
Level of theory: ωB97M-V with the def2-TZVPD basis set

Values from the calculation:
LUMO level   -0.24 eV
Highest occupied orbital energy   -5.3 eV
Spin multiplicity   1
Max |F|   0.066 Eh/bohr

Structure (XYZ):
```
93
C40H44KN7Si | the OMol25 dataset | ωB97M-V with the def2-TZVPD basis set
K 0.23298 0.19184 -1.52646
C 4.05719 -0.98412 -2.29699
N 3.02267 -0.30155 -3.11110
C 3.24916 1.06880 -3.53518
C 2.93315 2.14388 -2.52906
N 1.74381 2.49369 -2.06585
C 2.02673 3.50393 -1.13362
C 1.12992 4.23643 -0.38881
C 1.63150 5.22237 0.44999
C 3.01621 5.46243 0.47803
C 3.95849 4.77179 -0.25755
C 3.45054 3.74503 -1.08452
N 3.96171 2.92764 -2.04175
C 4.08422 -0.37105 -0.89087
N 3.05421 -0.06171 -0.22851
C 3.50169 0.70347 0.83590
C 2.80135 1.11680 1.98522
C 3.59717 1.73162 3.01287
C 4.99218 1.97206 2.82789
C 5.65963 1.59774 1.67977
C 4.90632 0.88063 0.76947
N 5.26711 0.20475 -0.41100
H 5.03871 -0.95346 -2.75237
H 3.79424 -2.03411 -2.22144
H 2.81762 -0.76856 -3.98729
H 2.56353 1.33908 -4.34050
H 4.30652 1.23974 -4.03062
H 0.05897 4.05607 -0.48494
H 0.96886 5.82616 1.11101
H 3.34321 6.29247 1.11030
H 5.02584 5.03948 -0.18350
H 4.86441 2.71210 -2.34936
H 1.76878 0.89549 2.14101
H 3.13907 1.98826 3.96980
H 5.53404 2.46621 3.65943
H 6.69338 1.87292 1.59272
H 6.21020 0.04088 -0.72236
C -6.17297 -0.96331 -2.43653
C -5.80083 0.49134 -2.16378
N -4.45350 0.92679 -2.60338
C -4.26497 1.08614 -4.04440
C -3.58236 -0.05524 -4.74597
C -3.40052 0.98573 -1.76255
C -3.73199 0.65540 -0.33058
N -2.17866 1.22800 -2.06374
H -7.16551 -1.07353 -2.07782
H -5.51123 -1.62716 -1.94401
H -6.24173 -1.25227 -3.48045
H -5.87697 0.78721 -1.13189
H -6.58524 1.14200 -2.60093
H -3.70835 2.04955 -4.23388
H -5.32704 1.21202 -4.51731
H -2.60248 -0.40024 -4.28468
H -3.50375 0.26116 -5.80289
H -4.24676 -0.91017 -4.69909
H -4.49137 1.36333 0.05074
H -2.84367 0.79797 0.30723
H -4.20640 -0.30385 -0.23719
H -1.99730 1.46821 -3.03291
C -0.54562 0.32288 5.63148
C 0.25399 -0.78479 5.37256
C 0.30042 -1.28864 4.11295
C -0.37517 -0.72509 3.02341
C -1.12424 0.44357 3.32800
C -1.21220 0.95893 4.58090
Si -0.41512 -1.41806 1.18935
C -2.19415 -2.12848 1.10937
C -3.23975 -1.80872 2.02257
C -4.54628 -2.18783 1.77225
C -4.86701 -2.91531 0.65182
C -3.86385 -3.25978 -0.25824
C -2.56769 -2.88289 -0.00851
C 0.61905 -3.06254 1.24561
C 1.87680 -3.14348 0.62496
C 2.61855 -4.31057 0.76744
C 2.11337 -5.44140 1.36775
C 0.81262 -5.42869 1.82294
C 0.03584 -4.24421 1.83380
H -0.60673 0.71192 6.62024
H 0.92216 -1.25567 6.09120
H 0.98740 -2.12596 3.93692
H -1.71541 0.87312 2.50748
H -1.81555 1.80698 4.75320
H -3.04105 -1.29009 2.95512
H -5.39354 -1.88003 2.35312
H -5.88577 -3.18821 0.51904
H -3.98174 -3.84928 -1.16721
H -1.79287 -3.21472 -0.66156
H 2.30123 -2.22512 0.28020
H 3.65750 -4.38502 0.32226
H 2.70698 -6.31653 1.51337
H 0.38612 -6.30062 2.26688
H -0.91999 -4.19394 2.30552
```

=====

4.
Formula: C27H60ClN3
Source: the OMol25 dataset
Level of theory: ωB97M-V with the def2-TZVPD basis set

Values from the calculation:
LUMO level   -3.54 eV
ΔE to the lowest compared entry with this formula, charge and spin   150.28 kcal/mol
Highest occupied orbital energy   -9.3 eV
Charge   +2
Spin multiplicity   1
Max |F|   0.096 Eh/bohr

Structure (XYZ):
```
91
C27H60ClN3 | the OMol25 dataset | ωB97M-V with the def2-TZVPD basis set
C 4.63081 1.01088 -2.94000
C 4.71028 2.17650 -3.79785
C 6.20073 2.66617 -3.92058
C 6.76751 3.40183 -2.65412
N 8.28191 3.74883 -2.65326
C 8.44128 5.03796 -3.45667
C 8.16831 6.18356 -2.53659
C 8.87544 5.72967 -1.25317
C 8.65593 4.19649 -1.15032
C 9.14020 2.51952 -3.15348
H 3.62997 0.73545 -2.60749
H 5.33756 0.97954 -2.11077
H 5.09536 0.21590 -3.52335
H 4.30941 3.05270 -3.28827
H 4.18778 1.86528 -4.70242
H 6.30785 3.18915 -4.87091
H 6.92096 1.87205 -4.11743
H 6.62684 2.55013 -1.98859
H 6.02672 4.11814 -2.29883
H 9.51212 5.00176 -3.65691
H 7.79422 4.96403 -4.33071
H 8.54482 7.09487 -3.00120
H 7.09086 6.31879 -2.44213
H 9.95780 5.85817 -1.26200
H 8.30358 6.24022 -0.47831
H 9.54774 3.72129 -0.74172
H 7.88942 3.96754 -0.40996
H 9.01838 2.32184 -4.21846
H 8.84511 1.65216 -2.56297
H 10.20056 2.76376 -3.08960
C -7.89189 -2.85277 2.12229
C -6.44984 -3.08980 2.75679
C -5.93288 -4.43691 2.63428
C -5.28831 -4.74393 1.16875
N -5.06177 -6.26756 0.85326
C -4.56435 -6.38175 -0.65857
C -5.25572 -7.71216 -1.22798
C -5.99625 -8.24294 -0.06047
C -6.38229 -7.04296 0.80278
C -4.03205 -6.88659 1.84863
H -7.96946 -2.97165 1.04158
H -8.33478 -1.87304 2.30141
H -8.65966 -3.48855 2.56321
H -6.54664 -2.76461 3.79264
H -5.79701 -2.37807 2.25145
H -6.45009 -5.34477 2.94473
H -5.00200 -4.43762 3.20133
H -4.34253 -4.21698 1.04251
H -5.94855 -4.48497 0.34103
H -3.48119 -6.49978 -0.68936
H -4.85311 -5.49835 -1.22807
H -4.42162 -8.33009 -1.56047
H -5.87552 -7.39274 -2.06579
H -5.31367 -8.99761 0.33023
H -6.94099 -8.76802 -0.20140
H -6.69327 -7.21086 1.83390
H -7.11531 -6.47473 0.23016
H -3.86913 -7.95327 1.69457
H -4.32466 -6.71606 2.88468
H -3.17096 -6.25430 1.63223
C -2.41122 4.27063 -1.36873
C -3.39710 3.49219 -0.42576
C -2.68361 2.31240 0.36784
C -1.81447 2.80518 1.55170
N -0.92737 1.77259 2.26161
C -1.58925 0.52611 2.94833
C -1.70817 0.90352 4.46700
C -1.01528 2.21173 4.65400
C -0.10308 2.41231 3.44135
C 0.14204 1.28308 1.18013
H -1.74995 3.48523 -1.73475
H -1.74588 4.98036 -0.87709
H -2.93026 4.89169 -2.09878
H -4.15912 3.13795 -1.11997
H -3.87699 4.30238 0.12324
H -2.07995 1.76367 -0.35506
H -3.40265 1.53516 0.62662
H -2.35188 3.22705 2.40100
H -1.18059 3.65161 1.28743
H -0.93639 -0.31468 2.71390
H -2.35877 0.54175 2.17652
H -1.38788 0.05843 5.07637
H -2.79159 1.01393 4.51298
H -0.56295 2.19689 5.64560
H -1.82774 2.93815 4.63628
H 0.86872 1.92680 3.53076
H -0.03191 3.43400 3.06828
H -0.42110 0.64893 0.49543
H 0.84866 0.65094 1.71789
H 0.57120 2.11882 0.62743
Cl -0.03953 -3.61944 -0.89414
```